Record 1
Entry from the OMol25 dataset: C36H42AsN5OsS3 as an isolated structure at a distorted geometry (wB97M-V/def2-TZVPD).

The calculation puts the total energy at -5191.71822 a.u. The expectation value of S² is 6.029. For the energy above the lowest of the compared OMol25 structures with the same formula, charge and spin, the calculation gives 1.023 eV. As for the multiplicity: 5.

Geometry as XYZ:
```
88
Properties=species:S:1:pos:R:3:forces:R:3
Os 0.095 0.700 0.911 0.513 -0.427 -0.232
C 0.262 3.622 4.131 -0.093 -0.150 -0.245
C -0.088 2.810 2.920 -0.012 0.160 0.321
N 0.844 1.987 2.398 -0.572 -0.069 -1.565
N 1.836 1.600 3.224 0.715 -0.484 1.657
C 3.080 1.625 2.973 -0.049 0.489 -0.844
N 3.973 1.122 3.873 0.247 0.037 0.461
S 2.117 -0.006 0.073 -0.421 0.279 -0.261
C -1.367 2.792 2.335 0.090 -0.024 0.043
C -2.477 3.531 2.812 0.098 0.091 -0.017
C -3.694 3.416 2.207 0.053 -0.105 -0.106
C -3.825 2.575 1.084 0.160 0.037 0.068
C -2.725 1.866 0.670 -0.540 -0.141 -0.441
N -1.533 1.932 1.263 -0.006 0.505 0.568
H 1.327 3.849 4.128 -0.054 0.004 0.054
H -0.298 4.551 4.172 -0.053 0.073 -0.003
H 0.043 3.043 5.030 0.068 0.016 0.142
H 3.615 0.389 4.464 -0.098 0.004 -0.005
H 4.906 0.956 3.526 -0.170 0.014 -0.007
H -2.341 4.164 3.674 -0.053 0.059 0.067
H -4.553 3.952 2.582 -0.007 0.087 0.057
H -4.762 2.472 0.562 -0.058 -0.044 -0.071
H -2.800 1.200 -0.184 0.069 -0.033 0.076
C 6.444 2.039 0.861 0.033 -0.003 -0.153
C 5.138 1.355 1.146 -0.339 -0.041 0.004
S 3.819 2.465 1.555 -0.206 -0.161 0.320
C 4.974 0.027 1.054 -0.454 0.096 0.098
C 6.072 -0.899 0.633 0.059 0.057 0.074
S 3.439 -0.803 1.416 0.343 -0.204 0.052
H 6.326 3.115 0.948 0.102 0.047 -0.039
H 6.805 1.804 -0.141 0.065 0.006 -0.034
H 7.205 1.721 1.576 0.061 0.033 -0.002
H 7.048 -0.549 0.958 0.145 0.018 0.020
H 6.083 -0.970 -0.458 0.016 -0.112 -0.022
H 5.894 -1.890 1.042 0.099 -0.121 -0.048
C 4.355 -3.003 -2.804 -0.046 -0.004 -0.017
C 2.919 -2.921 -2.386 -0.054 -0.057 0.066
C 2.536 -3.112 -1.070 -0.020 -0.101 -0.175
C 1.227 -2.900 -0.659 -0.193 -0.061 0.083
C 0.856 -3.173 0.769 0.022 0.155 0.155
C 0.275 -2.460 -1.586 -0.076 0.010 0.099
As -1.525 -2.003 -0.913 0.076 -0.092 -0.442
N -1.123 -0.875 0.531 1.043 0.734 -0.750
C -1.950 -1.012 1.620 -0.735 -0.361 1.171
C -3.303 -1.372 1.514 0.231 0.151 -0.382
C -4.131 -1.383 2.613 -0.092 -0.005 0.208
C -3.646 -1.053 3.869 0.016 -0.035 0.022
C -2.303 -0.744 4.010 -0.149 0.083 0.172
C -1.460 -0.738 2.919 0.169 -0.150 -0.518
C -2.257 -0.625 -2.168 0.124 -0.032 0.148
C -1.599 0.547 -2.553 0.038 0.005 0.039
C -0.164 0.813 -2.227 0.186 -0.046 0.220
C -2.273 1.524 -3.279 -0.028 -0.068 0.053
C -3.599 1.380 -3.640 -0.004 -0.038 0.030
C -4.326 2.440 -4.410 -0.007 -0.028 -0.003
C -4.238 0.200 -3.289 0.091 0.094 0.019
C -3.590 -0.798 -2.578 -0.020 -0.177 0.083
C -4.367 -2.054 -2.285 0.112 -0.144 0.038
C 0.607 -2.470 -2.945 -0.065 0.068 -0.073
C -0.433 -2.311 -4.019 -0.026 0.064 0.047
C 1.925 -2.667 -3.322 0.024 0.051 0.140
H 4.983 -3.332 -1.978 0.077 -0.035 -0.001
H 4.698 -2.019 -3.128 0.087 0.004 -0.008
H 4.478 -3.688 -3.641 0.088 -0.040 -0.034
H 3.272 -3.412 -0.337 0.067 -0.011 0.086
H 1.604 -3.812 1.237 -0.014 -0.075 0.011
H -0.121 -3.664 0.825 0.094 0.040 0.127
H 0.801 -2.239 1.340 -0.039 -0.218 -0.018
H -3.691 -1.603 0.528 -0.111 0.024 0.116
H -5.174 -1.636 2.495 -0.115 -0.046 -0.055
H -4.302 -1.053 4.725 -0.048 -0.008 0.089
H -1.905 -0.520 4.988 0.078 0.045 0.121
H -0.394 -0.548 3.064 -0.071 -0.069 -0.003
H 0.385 -0.105 -2.018 0.014 0.165 -0.038
H -0.085 1.475 -1.340 0.002 -0.028 -0.245
H 0.334 1.330 -3.047 0.039 0.063 0.018
H -1.742 2.423 -3.561 0.083 0.109 -0.039
H -3.693 3.310 -4.568 -0.004 0.066 -0.046
H -5.221 2.755 -3.876 -0.050 0.048 -0.014
H -4.636 2.051 -5.380 -0.038 0.070 -0.062
H -5.271 0.057 -3.579 -0.111 -0.075 -0.050
H -5.159 -2.186 -3.020 -0.022 -0.014 0.007
H -4.833 -1.997 -1.298 0.004 -0.129 -0.005
H -3.717 -2.933 -2.307 -0.235 0.058 0.043
H -1.389 -2.719 -3.684 -0.010 0.070 -0.187
H -0.123 -2.847 -4.915 -0.015 -0.027 -0.029
H -0.580 -1.265 -4.285 -0.110 0.027 -0.049
H 2.187 -2.617 -4.370 -0.008 -0.024 -0.150
```
Forces are in eV/Å.

These are the Mulliken partial charges, in e, on atoms 1 to 4: number 1, Os, carries 0.8841; number 2, C, carries -1.7455; number 3, C, carries 0.7497; number 4, N, carries 0.8952

Record 2
Entry from the OMol25 dataset: a 2-piece molecular cluster, C36H42N3 overall at a distorted geometry (wB97M-V/def2-TZVPD).

The calculation puts the total energy at -1561.01860 a.u. The total charge is +1. For the energy above the lowest of the compared OMol25 structures with the same formula, charge and spin, the calculation gives 0.000 eV. As for the multiplicity: 1.

Geometry as XYZ:
```
81
Properties=species:S:1:pos:R:3:forces:R:3
C 6.627 -0.276 -3.809 -0.167 -0.039 0.218
C 6.164 -1.519 -4.246 -0.094 0.120 0.005
C 4.927 -2.003 -3.814 0.056 0.326 0.157
C 4.151 -1.253 -2.921 0.067 -0.091 0.029
C 2.808 -1.761 -2.436 0.084 -0.064 -0.085
C 1.688 -1.242 -3.336 -0.066 -0.238 -0.807
C 0.282 -1.790 -3.053 0.105 0.207 0.067
C -0.676 -0.638 -3.448 -0.057 -0.302 -0.074
C 0.213 0.581 -3.718 0.489 -0.053 -0.513
N 1.555 0.201 -3.265 0.013 0.679 0.856
C 4.602 0.007 -2.515 0.229 -0.077 -0.080
C 5.840 0.489 -2.942 -0.099 -0.182 -0.173
H 7.602 0.093 -4.128 -0.267 -0.106 0.038
H 6.767 -2.112 -4.932 -0.137 0.137 0.165
H 4.550 -2.962 -4.177 0.169 0.193 0.151
H 2.798 -2.860 -2.430 0.023 0.207 -0.084
H 2.639 -1.429 -1.399 -0.075 0.004 -0.256
H 1.945 -1.489 -4.387 0.000 -0.366 0.287
H 0.109 -2.699 -3.639 -0.029 0.152 0.235
H 0.165 -2.037 -1.988 0.083 -0.018 -0.233
H -1.230 -0.889 -4.358 -0.080 0.021 0.322
H -1.387 -0.437 -2.636 0.045 -0.051 -0.286
H 0.277 0.812 -4.790 -0.432 -0.021 0.029
H -0.169 1.469 -3.212 0.210 0.069 0.070
H 2.289 0.658 -3.807 -0.339 -0.104 0.296
H 3.961 0.614 -1.872 0.235 -0.202 -0.103
H 6.179 1.466 -2.601 -0.003 -0.204 -0.112
C -7.736 0.320 3.132 -0.154 -0.364 -0.023
N -6.889 1.423 2.729 0.673 0.009 -0.116
C -7.606 2.673 2.556 -0.049 0.396 0.082
C -5.553 1.290 2.485 -0.706 0.109 -0.068
C -4.744 2.430 2.214 0.607 0.137 -0.222
C -3.410 2.289 1.876 -0.495 -0.086 0.027
C -2.788 1.017 1.821 0.601 -0.069 0.056
C -1.411 0.831 1.394 -0.512 -0.843 0.068
C -0.774 1.800 0.582 0.950 0.286 -0.498
C 0.579 1.792 0.269 -1.110 0.126 0.802
C 1.304 2.905 -0.279 0.605 0.923 -0.349
C 2.716 2.815 -0.413 -0.706 -0.184 -0.175
C 3.443 3.849 -0.987 -0.059 0.154 0.130
C 2.801 5.032 -1.372 -0.080 -0.396 0.291
C 1.426 5.174 -1.164 -0.108 -0.110 0.180
C 0.680 4.136 -0.612 0.357 -0.406 -0.239
C -0.714 -0.408 1.760 -0.145 0.107 0.095
C 0.034 -1.146 0.818 0.036 -0.262 0.247
C 0.641 -2.342 1.162 -0.224 0.388 -0.028
C 0.637 -2.783 2.510 0.186 -0.307 -0.013
N 1.265 -3.945 2.863 -0.076 0.193 -0.107
C 1.693 -4.211 4.219 -0.212 -0.042 0.313
C 1.519 -5.006 1.911 0.226 -0.006 -0.312
C -0.034 -2.000 3.480 -0.186 0.142 -0.239
C -0.760 -0.890 3.089 0.223 -0.049 -0.067
C -3.591 -0.102 2.157 -0.454 -0.061 0.205
C -4.933 0.013 2.455 0.392 0.036 0.006
H -7.182 -0.434 3.694 -0.120 0.186 -0.006
H -8.539 0.710 3.770 0.236 -0.135 -0.093
H -8.200 -0.163 2.260 0.078 0.050 0.159
H -7.121 3.316 1.812 -0.223 -0.223 0.153
H -8.627 2.449 2.213 0.388 0.115 0.074
H -7.672 3.221 3.511 -0.021 -0.090 -0.298
H -5.173 3.430 2.262 0.190 -0.320 0.052
H -2.810 3.174 1.675 -0.225 -0.078 0.097
H -1.390 2.630 0.231 0.261 -0.231 0.179
H 1.180 0.922 0.533 -0.095 0.289 0.124
H 3.213 1.906 -0.065 -0.110 0.265 -0.218
H 4.520 3.742 -1.108 -0.225 0.069 0.022
H 3.380 5.855 -1.785 -0.137 -0.184 0.007
H 0.935 6.112 -1.414 0.096 -0.193 0.018
H -0.391 4.256 -0.448 0.349 0.078 -0.132
H 0.119 -0.773 -0.200 -0.151 -0.215 0.096
H 1.154 -2.922 0.396 -0.063 0.215 0.204
H 1.820 -3.279 4.774 0.081 -0.147 -0.103
H 0.965 -4.834 4.756 0.109 0.030 0.000
H 2.654 -4.740 4.211 -0.188 0.132 -0.074
H 0.881 -4.895 1.029 0.101 -0.082 0.232
H 2.570 -5.005 1.584 -0.171 -0.078 0.015
H 1.302 -5.981 2.368 0.034 0.271 -0.048
H -0.031 -2.315 4.520 -0.132 0.103 -0.249
H -1.348 -0.356 3.833 0.174 -0.006 -0.129
H -3.154 -1.096 2.153 -0.045 0.137 -0.154
H -5.525 -0.881 2.641 0.271 0.224 -0.089
```
Forces are in eV/Å.

These are the Mulliken partial charges, in e, on atoms 1 to 4: number 1, C, carries -0.4771; number 2, C, carries -0.6297; number 3, C, carries -0.3236; number 4, C, carries -0.0486

The lowest multiplicity belongs to which entry?
C36H42N3

Which value of multiplicity does entry 1 give?
5

Look up the multiplicity of the first one.
5

What is the multiplicity in the second record?
1